No. 1
{
  "formula": "C7H9BrN2O2S",
  "method": "ωB97M-V/def2-TZVPD",
  "species": ["C", "C", "C", "C", "C", "C", "C", "N", "N", "O", "O", "S", "Br", "H", "H", "H", "H", "H", "H", "H", "H", "H"],
  "positions_angstrom": [[-0.119, -0.936, -0.141], [-0.391, 1.201, 0.685], [-2.994, -1.013, -1.652], [1.128, 1.084, -1.118], [0.731, -0.577, -1.165], [1.388, -1.433, -2.161], [-1.890, 1.093, 2.953], [-0.746, -0.033, 0.660], [0.525, 1.781, -0.149], [-2.266, -0.702, -2.479], [-3.727, -1.324, -0.832], [-1.130, 2.293, 1.833], [1.724, -1.908, 1.447], [-0.554, -1.926, -0.111], [1.823, 1.506, -1.811], [1.317, -0.999, -3.156], [0.923, -2.416, -2.156], [2.442, -1.552, -1.912], [-2.452, 0.380, 2.360], [-2.538, 1.650, 3.623], [-1.101, 0.592, 3.505], [0.726, 2.769, -0.027]],
  "nbo_charge": [0.08, 0.28, 1.02, 0.11, 0.03, -0.67, -0.72, -0.48, -0.52, -0.52, -0.50, 0.25, -0.71, 0.23, 0.22, 0.23, 0.24, 0.26, 0.25, 0.23, 0.25, 0.43],
  "orbital_gap_ev": [6.50, 6.49],
  "e_tot_ha": -3504.2923,
  "lumo_ev": [-0.86, -0.87],
  "largest_force_ev_per_a": 7.43,
  "relative_energy_kj_mol": 0.0
}

No. 2
{
  "formula": "C2H3F2N",
  "method": "ωB97M-V/def2-TZVPD",
  "species": ["C", "C", "N", "F", "F", "H", "H", "H"],
  "positions_angstrom": [[0.120, -0.302, -0.034], [-1.292, -0.755, 0.395], [0.748, 0.650, 0.435], [-1.026, -2.013, 0.909], [-2.100, -0.973, -0.656], [0.668, -1.082, -0.706], [-1.694, -0.039, 1.011], [1.722, 0.785, 0.221]],
  "mulliken_spin": [0.64, 0.08, 1.09, 0.02, 0.01, 0.13, 0.01, 0.02],
  "orbital_gap_ev": [7.04, 9.10],
  "e_tot_ha": -332.3008,
  "spin_multiplicity": 3,
  "lumo_ev": [1.03, -2.89],
  "largest_force_ev_per_a": 8.31,
  "relative_energy_kj_mol": 0.0
}

No. 3
{
  "formula": "C2H7N3O",
  "method": "ωB97M-V/def2-TZVPD",
  "species": ["C", "N", "H", "H", "H", "H", "H", "C", "N", "N", "O", "H", "H"],
  "positions_angstrom": [[-0.854, -1.834, 0.080], [0.128, -0.834, -0.252], [0.955, -1.177, -0.739], [0.266, 0.429, 0.636], [-1.696, -1.340, 0.566], [-1.217, -2.366, -0.807], [-0.436, -2.569, 0.774], [0.470, 1.654, 0.959], [-0.515, 0.432, -1.094], [1.176, 2.491, 0.358], [0.239, 0.956, -1.838], [1.241, 2.330, -0.659], [0.245, 1.829, 2.016]],
  "nbo_charge": [-0.43, -0.58, 0.37, 0.24, 0.21, 0.18, 0.22, -0.12, 0.32, -0.61, -0.26, 0.33, 0.14],
  "orbital_gap_ev": 7.61,
  "e_tot_ha": -319.7141,
  "lumo_ev": -0.61,
  "largest_force_ev_per_a": 3.83,
  "relative_energy_kj_mol": 618.9
}